Record 1
The following is a DFT calculation (ωB97M-V with the def2-TZVPD basis set) of a molecular structure, C23H19Cl5N4NiO4S.

Values from the calculation:
- HOMO-LUMO gap (alpha / beta) (eV) = 4.42 / 4.41
- lowest unoccupied orbital energy (alpha / beta) (eV) = -1.77 / -1.77

Positions of all 57 atoms, in Å:
Ni: -0.773 3.544 1.353
Cl: -2.692 -0.927 0.804
Cl: 1.027 2.379 -3.652
Cl: -2.740 2.364 1.080
Cl: -3.661 -4.303 -0.102
Cl: 1.964 -2.192 -4.288
S: -1.137 2.406 -1.327
O: 0.729 4.506 1.680
O: -4.017 -1.414 -1.768
O: -1.247 4.053 3.028
O: -0.102 2.958 -0.324
N: 0.636 5.021 2.901
N: -0.363 4.801 3.618
N: 0.142 -2.177 0.048
N: -1.944 -0.921 -2.658
C: 1.232 -4.386 -0.249
C: -1.702 -5.994 -2.923
C: -2.979 -1.896 -2.242
C: -0.549 0.918 -2.060
C: 1.734 5.828 3.369
C: 2.873 5.887 2.587
C: -1.190 -0.366 -1.531
C: 3.937 6.659 3.031
C: 2.225 -4.190 0.889
C: -3.450 -4.403 -1.964
C: -0.070 -3.635 -0.047
C: -1.142 -4.807 -3.528
C: 2.693 7.274 4.996
C: -2.834 -5.764 -2.223
C: 0.315 0.940 -3.065
C: -2.635 -3.217 -2.462
C: 3.850 7.349 4.230
C: 1.619 6.512 4.571
C: -2.050 0.117 -0.353
C: -0.074 -1.225 -1.001
C: 1.210 -1.440 -0.995
C: -1.507 -3.694 -3.172
C: -2.137 1.442 -0.259
H: 4.836 6.716 2.434
H: -1.310 -6.995 -3.046
H: -4.493 -4.371 -2.278
H: 0.713 6.446 5.154
H: 1.035 -2.713 -5.004
H: -3.365 -6.597 -1.778
H: -0.569 -3.939 0.877
H: 0.226 -1.827 0.992
H: -0.757 -3.820 -0.861
H: 4.683 7.948 4.570
H: 2.623 7.814 5.930
H: 2.921 5.342 1.657
H: 1.673 -4.061 -1.195
H: -2.476 -0.142 -3.038
H: 3.126 -4.783 0.732
H: 1.792 -4.491 1.848
H: 0.634 0.052 -3.585
H: 2.532 -3.145 0.960
H: 0.982 -5.444 -0.363

Okay, here come the Löwdin numbers, in e, for every atom: 0.425 0.864 0.712 0.865 0.508 0.315 1.052 -0.110 -0.037 -0.181 -0.534 -0.162 0.056 -0.050 0.114 -0.245 -0.121 -0.514 -0.392 -0.159 0.000 -0.404 -0.060 -0.110 -0.514 -0.180 -0.027 -0.065 -0.149 -0.503 -0.242 -0.071 -0.012 -0.623 -0.278 0.151 -0.028 -0.783 0.111 0.087 0.096 0.113 -0.236 0.091 0.118 0.134 0.076 0.109 0.110 0.120 0.095 0.127 0.069 0.071 0.033 0.059 0.113



Record 2
The following is a DFT calculation (ωB97M-V with the def2-TZVPD basis set) of a molecular structure, C23H19N3O2OsP.

Values from the calculation:
- total charge = +3
- HOMO-LUMO gap (alpha / beta) (eV) = 5.60 / 5.84
- lowest unoccupied orbital energy (alpha / beta) (eV) = -11.25 / -12.36
- multiplicity = 5

Positions of all 49 atoms, in Å:
Os: -0.896 0.398 -1.139
P: 0.353 0.694 0.788
O: 0.545 -3.710 -0.726
O: 0.613 -1.468 -0.997
N: 0.464 2.365 0.813
N: -0.240 2.334 -1.385
N: -2.000 -1.365 -1.382
C: 0.391 4.990 -1.758
C: -4.071 -2.325 -2.096
C: -2.127 -3.710 -1.845
C: 0.287 3.062 -0.368
C: -3.474 -3.575 -2.182
C: 0.210 -0.336 4.634
C: -0.004 -2.711 -1.035
C: 4.192 -1.095 -0.910
C: -1.556 -0.378 2.472
C: -0.246 0.096 2.324
C: 1.858 -1.397 -0.139
C: 0.605 4.401 -0.527
C: -0.430 2.928 -2.603
C: -1.096 -0.800 4.784
C: -0.124 4.238 -2.822
C: 1.910 0.017 0.333
C: 4.228 0.192 -0.321
C: 3.066 -1.848 -0.880
C: -1.973 -0.825 3.707
C: -3.311 -1.245 -1.694
C: -1.429 -2.593 -1.457
C: 0.650 0.096 3.402
C: 3.069 0.749 0.240
H: -0.290 4.676 -3.796
H: -2.251 -0.381 1.639
H: 5.142 0.770 -0.339
H: -2.983 -1.189 3.840
H: 1.019 4.962 0.299
H: -3.750 -0.257 -1.606
H: -4.045 -4.437 -2.500
H: 1.676 0.425 3.278
H: -1.434 -1.153 5.749
H: 3.101 1.772 0.595
H: -0.846 2.302 -3.385
H: 0.632 6.036 -1.901
H: 0.641 2.882 1.666
H: -5.115 -2.181 -2.336
H: 0.887 -0.325 5.478
H: 5.079 -1.478 -1.397
H: 1.660 -2.099 0.681
H: -1.620 -4.666 -1.876
H: 3.032 -2.836 -1.321

Okay, here come the Löwdin numbers, in e, for every atom: 1.498 0.915 0.240 -0.143 -0.045 -0.143 -0.111 0.042 0.026 0.079 -0.342 0.061 -0.019 -0.394 -0.008 -0.084 -0.354 -0.226 0.045 -0.090 0.004 0.004 -0.276 0.029 0.052 -0.032 -0.080 -0.158 -0.061 -0.034 0.141 0.088 0.135 0.129 0.143 0.125 0.149 0.121 0.135 0.123 0.125 0.147 0.155 0.143 0.133 0.139 0.177 0.155 0.139



Record 3
The following is a DFT calculation (ωB97M-V with the def2-TZVPD basis set) of C23H19N5O2S in the gas phase.

Values from the calculation:
- HOMO-LUMO gap (eV) = 8.18
- structure (SMILES) = COc1ccccc1CNc1nc(Nc2cccc(-c3cnco3)c2)c2sccc2n1
- lowest unoccupied orbital energy (eV) = 0.24

Positions of all 50 atoms, in Å:
S: 1.362 4.349 1.021
O: -5.898 2.858 1.146
O: 1.456 -2.588 0.778
N: 0.727 0.758 -0.757
N: -0.534 1.729 0.940
N: 2.085 -0.305 -2.270
N: 2.555 1.798 -1.705
N: -7.792 1.700 1.113
C: 1.479 -1.549 -1.853
C: 3.038 4.063 -1.051
C: 0.589 1.709 0.153
C: -1.620 -0.474 0.633
C: 4.346 -4.472 -0.384
C: -3.002 1.462 0.909
C: -5.516 1.520 0.987
C: 2.570 -2.519 -1.241
C: 2.341 2.863 -0.905
C: -4.140 -0.561 0.654
C: 2.619 4.985 -0.106
C: -1.671 0.912 0.812
C: 1.715 0.777 -1.580
C: -6.710 0.835 1.084
C: -4.215 0.838 0.852
C: 4.480 -3.924 -1.625
C: 1.792 -1.653 1.862
C: 2.553 -2.911 0.059
C: -7.310 2.920 1.154
C: 3.478 -3.851 0.491
C: 3.499 -3.013 -2.088
C: 1.390 2.805 0.068
C: -2.906 -1.154 0.595
H: 5.337 -4.348 -2.300
H: 1.024 -1.887 2.634
H: 2.766 -1.799 2.228
H: -0.718 -0.995 0.510
H: 0.603 -1.477 -1.180
H: -3.207 2.520 0.993
H: 3.752 4.250 -1.845
H: 3.569 -4.274 1.514
H: -2.915 -2.234 0.427
H: 1.192 -2.061 -2.777
H: -6.720 -0.262 1.197
H: 1.747 -0.567 1.617
H: -0.643 2.627 1.411
H: 3.474 -2.697 -3.140
H: 2.903 5.993 0.006
H: -7.951 3.811 1.081
H: 2.972 -0.113 -2.708
H: -5.002 -1.256 0.595
H: 5.052 -5.140 -0.009

Okay, here come the Löwdin numbers, in e, for every atom: 0.966 0.021 -0.097 0.200 0.118 0.076 0.173 0.064 -0.086 -0.088 -0.317 0.016 -0.107 0.030 -0.165 -0.142 -0.358 -0.055 -0.324 -0.191 -0.449 -0.087 -0.174 -0.083 -0.031 -0.304 -0.124 -0.007 -0.053 -0.384 -0.057 0.137 0.104 0.065 0.059 0.105 0.116 0.117 0.132 0.106 0.116 0.113 0.086 0.120 0.121 0.044 0.136 0.141 0.114 0.086



Record 4
The following is a DFT calculation (ωB97M-V with the def2-TZVPD basis set) of a molecular structure, C23H20AsClF7HfS.

Values from the calculation:
- total charge = +1
- HOMO-LUMO gap (eV) = 7.93
- lowest unoccupied orbital energy (eV) = -3.63

Positions of all 54 atoms, in Å:
Hf: 0.699 -0.006 1.642
As: -0.169 -0.563 -0.963
Cl: -1.764 4.420 5.355
S: 2.152 -1.597 2.865
F: 3.556 -4.254 2.698
F: 5.407 -3.713 -1.574
F: 4.256 -1.239 -1.763
F: 5.041 -5.193 0.666
F: 2.770 -0.289 0.298
F: 1.777 1.959 2.104
F: -0.242 2.236 1.253
C: -0.317 0.961 3.992
C: -2.675 2.395 3.817
C: -1.985 0.179 -1.144
C: -1.914 2.119 -2.728
C: -2.488 1.870 -5.049
C: -2.208 0.778 -2.499
C: -2.557 1.191 3.168
C: -1.600 2.901 4.553
C: 4.492 -3.993 0.575
C: 3.127 -2.249 1.546
C: -0.366 -2.408 -1.517
C: -2.652 -0.009 -3.558
C: 4.685 -3.238 -0.573
C: 0.893 0.207 -2.384
C: 3.353 -1.530 0.390
C: -2.055 2.663 -3.996
C: 1.078 1.974 0.827
C: -1.226 -0.802 2.420
C: -1.378 0.425 3.250
C: 3.720 -3.503 1.619
C: 4.105 -1.982 -0.671
C: -2.790 0.534 -4.827
C: -0.423 2.199 4.638
H: -1.833 3.709 -4.161
H: -2.111 -1.017 1.827
H: 1.773 -0.418 -2.531
H: 1.455 2.818 0.261
H: -3.390 0.807 2.594
H: -2.907 -1.049 -3.386
H: 0.614 -2.882 -1.540
H: -1.584 2.745 -1.906
H: 0.307 0.244 -3.300
H: -3.143 -0.085 -5.641
H: -1.002 -2.934 -0.807
H: -2.600 2.294 -6.038
H: 1.211 1.211 -2.111
H: -0.959 -1.689 3.002
H: 0.647 0.459 4.143
H: -3.595 2.962 3.770
H: -0.809 -2.454 -2.511
H: -2.655 -0.662 -0.957
H: 0.408 2.591 5.206
H: -2.128 0.907 -0.346

Okay, here come the Löwdin numbers, in e, for every atom: 1.294 1.112 0.717 0.686 0.120 0.159 0.136 0.159 -0.050 -0.121 -0.086 -0.132 -0.071 -0.293 -0.060 -0.072 -0.337 -0.033 -0.660 -0.128 -0.505 -0.256 -0.056 -0.128 -0.241 -0.228 -0.066 -0.301 -0.256 -0.367 -0.230 -0.143 -0.066 -0.083 0.110 0.055 0.028 0.116 0.122 0.112 0.029 0.114 0.041 0.111 0.037 0.110 0.034 0.058 0.082 0.117 0.039 0.085 0.121 0.064



Record 5
The following is a DFT calculation (ωB97M-V with the def2-TZVPD basis set) of a molecular structure, C23H20AuN9O.

Values from the calculation:
- total charge = +1
- HOMO-LUMO gap (alpha / beta) (eV) = 6.34 / 4.80
- lowest unoccupied orbital energy (alpha / beta) (eV) = -2.43 / -5.92
- multiplicity = 4

Positions of all 54 atoms, in Å:
Au: -0.317 -0.488 0.427
O: -2.225 0.816 0.563
N: 0.454 3.375 -0.798
N: 3.617 -0.318 2.164
N: 1.870 -0.732 0.881
N: -2.357 -4.290 0.801
N: -2.164 -6.731 0.749
N: -3.416 0.304 0.677
N: 0.340 1.227 2.227
N: -1.169 -2.201 0.907
N: 0.383 1.189 -0.564
C: 3.128 -1.756 -1.045
C: -5.308 -0.712 -0.336
C: 2.978 -1.177 0.218
C: 0.715 2.459 1.552
C: -5.232 -0.346 2.068
C: 5.384 -1.293 0.641
C: 0.517 2.340 0.069
C: 0.250 2.860 -2.067
C: 5.518 -1.854 -0.631
C: 2.269 -0.205 2.033
C: -1.679 -3.260 0.837
C: -4.013 0.227 1.931
C: 1.363 0.517 2.976
C: 0.103 3.446 -3.315
C: 0.203 1.467 -1.902
C: 4.105 -0.940 1.031
C: -2.214 -5.577 0.766
C: -0.090 2.592 -4.388
C: -4.089 -0.138 -0.457
C: 4.416 -2.076 -1.449
C: -5.910 -0.864 0.939
C: -0.127 1.205 -4.230
C: 0.017 0.617 -2.987
H: 6.506 -2.124 -0.976
H: -6.856 -1.367 1.045
H: 6.239 -1.153 1.286
H: 2.270 -1.938 -1.674
H: -3.574 0.002 -1.395
H: 4.162 -0.067 2.973
H: 0.859 -0.198 3.632
H: -5.681 -0.406 3.048
H: 0.114 3.300 1.912
H: -0.276 0.579 -5.097
H: -5.818 -1.056 -1.223
H: 0.143 4.517 -3.448
H: -3.446 0.636 2.753
H: -0.023 -0.454 -2.846
H: 0.520 4.351 -0.561
H: 1.768 2.690 1.756
H: -0.533 1.315 2.723
H: 1.964 1.189 3.603
H: -0.222 3.010 -5.375
H: 4.565 -2.512 -2.426

Okay, here come the Löwdin numbers, in e, for every atom: 1.120 -0.126 0.192 0.183 0.064 0.100 0.111 -0.195 -0.107 -0.065 0.001 0.002 -0.050 -0.215 -0.101 -0.052 0.000 -0.266 -0.170 -0.065 -0.269 -0.347 -0.040 -0.123 0.000 -0.217 -0.180 -0.384 -0.066 -0.038 -0.072 -0.040 -0.067 -0.011 0.111 0.109 0.116 0.107 0.123 0.176 0.141 0.117 0.139 0.112 0.117 0.117 0.117 0.105 0.178 0.140 0.115 0.130 0.112 0.111



Let's list calculated total energy in order: -5614.788786; -1633.552225; -1710.220545; -4729.403003; -1591.800412 Eh.
Let's list energy above the lowest of the compared OMol25 structures with the same formula, charge and spin in order: 0.0; 0.0; 57.6; 13.3; 19.2 kcal per mole.